(1)
175
Properties=species:S:1:pos:R:3:mulliken_charge:R:1 method="wB97M-V/def2-TZVPD" charge=-1 fmax_ev_per_a=7.68 lumo_energy_ha=0.06862 gap_ev=5.91
C 15.4202 1.7271 6.3762 -1.42
H 11.7578 -2.2026 0.1340 0.19
H 7.7602 3.3741 -1.1229 0.37
H 8.8842 -3.5390 0.5817 0.34
H 0.0549 -1.6512 1.0332 0.23
H 6.6605 5.3027 0.5461 0.19
C -7.6547 -2.0506 -1.7653 -0.54
C 11.7068 1.0342 5.8947 -0.73
N -8.6767 -1.4931 -2.6515 0.25
H -8.8520 -3.3072 -5.0304 0.17
C 4.4834 4.7787 0.8763 -0.36
H 4.3525 2.2104 2.3588 0.01
S -1.2666 -4.2001 0.9333 -0.18
C -7.5779 5.9790 -0.4450 -0.64
H 1.1037 3.5114 4.7462 0.18
H -10.2536 -1.7425 -1.3137 0.39
H 2.3696 2.1528 4.8838 0.45
C -10.4226 5.8615 0.5114 -1.43
C -6.8672 -8.8601 -7.4828 -0.69
H -5.9757 -6.4071 -7.8613 0.34
N -3.2469 -3.2882 -2.5401 -0.13
H 8.0621 0.7917 1.5302 0.20
H 9.0678 -2.1626 -0.7483 0.28
C 7.7634 2.5943 -0.2458 -0.72
H -5.1348 -8.9906 -6.1664 0.23
O -1.7803 0.1204 3.3397 -0.66
H -9.5233 -4.1050 -2.1160 0.27
N -0.1104 -1.2299 1.9649 -0.46
C 9.2196 2.4028 0.4506 -0.72
H -6.5536 -6.4925 -4.8450 0.21
H -3.6818 1.3799 1.2519 0.06
H -10.3589 -6.7642 -5.3787 0.45
H -1.9035 3.5499 0.5301 0.16
H 3.6552 5.3389 3.0109 0.36
C -6.0723 -9.5148 -6.3570 -0.96
H -5.6213 -1.7552 -1.1070 0.20
O -0.6214 1.5009 1.5341 -0.02
H -7.0660 3.6956 -1.7306 0.27
C -8.6232 -7.7579 -6.1882 -0.33
C -2.9311 1.9944 -0.8420 -0.47
H -2.4599 2.3539 2.7376 0.03
H 0.7778 5.6975 -0.6128 0.23
H -7.5054 -3.1227 -1.9442 0.19
H 9.9732 2.1430 -0.4161 0.36
C -6.3044 -1.3470 -1.8581 -1.06
C -2.9811 0.9516 0.4101 0.09
C 10.1422 -0.0913 0.9084 -0.37
H -6.0004 3.4471 0.4512 -0.12
H -4.0110 2.0008 -1.3051 0.22
H -7.6160 -9.5840 -7.8321 0.40
C 9.4672 -1.5058 1.4080 -0.44
H 11.2523 0.0109 1.2781 0.08
H -3.0311 -4.0004 2.7729 0.42
H -9.9776 -6.2832 -7.0379 0.33
H -1.4662 -2.7038 -3.9772 0.33
H -9.1534 -0.9402 -4.6193 0.39
H 14.2416 -0.0652 6.3196 0.26
C -5.9320 -6.2844 -5.7190 -0.90
C -9.4977 4.6525 0.4084 -0.30
H 6.9856 3.1141 1.9140 0.28
C -1.5062 -0.6931 2.1267 0.86
C 5.9464 4.4261 0.2530 -0.76
C -9.5394 -6.5435 -6.0697 -1.14
O -1.8077 4.1496 -1.5577 -0.43
O -1.0277 -3.3316 -1.7213 -0.25
C -2.6559 -1.8457 2.0406 -0.24
C 2.2280 2.9039 2.7608 -0.02
H 5.7453 2.2236 0.7041 0.13
H -5.5726 -5.2541 -5.6221 0.37
H -3.5553 4.0674 -0.2038 -0.28
H -1.6411 2.2379 4.4828 0.08
H 14.2149 2.3009 4.0430 0.35
C 4.3710 4.5677 2.4835 -0.86
P -1.1933 1.7831 3.1596 -0.65
H 1.7961 3.8719 2.2936 0.20
C -1.8189 -3.0459 -2.9308 -0.06
H -3.5498 -0.0006 0.0103 -0.30
H -7.4575 -2.4950 -5.7203 0.44
H -7.4954 -0.7236 -4.1858 0.39
H -10.7544 -1.4106 -2.9437 0.37
H 11.3027 -4.0455 0.5481 0.27
H -6.2038 -8.7110 -8.3431 0.35
H -7.2917 -3.3462 -4.1877 0.24
H 14.2702 0.5080 2.5339 0.37
H -3.4366 -1.5887 2.8847 0.32
H 3.6232 4.2120 0.3451 0.14
N -3.3864 -3.6992 -1.2104 -0.30
H -2.2449 1.5171 -1.6553 0.30
H -6.4703 7.1860 0.9568 0.38
H 13.7413 1.1191 7.5199 0.44
H 4.1998 2.9592 4.0577 0.34
H -5.8077 -10.5373 -6.6431 0.39
C -1.5238 0.4785 0.9479 -0.17
H -8.2184 -7.9911 -5.1956 0.26
H 0.0976 1.0866 5.1960 0.27
N -7.5601 -7.6057 -7.1821 0.07
H -5.9371 5.5147 0.9133 0.16
H -5.8348 -1.4906 -2.8351 0.28
C 14.0791 1.0074 6.4832 -0.33
C -0.3749 3.8991 -1.4501 0.64
H 12.2354 -1.0756 6.1681 0.30
C 0.7400 5.1055 -1.6063 -0.83
H -9.0938 4.4329 1.4044 0.26
H -10.1238 3.7975 0.1281 0.42
C -6.9333 2.9134 0.2638 -0.36
H 15.3066 2.8018 6.5469 0.33
H 9.5250 1.4352 2.5599 0.03
H -10.8601 6.1083 -0.4606 0.33
H -6.6374 -9.5762 -5.4237 0.27
H 0.5469 5.7478 -2.5506 0.33
H -7.4428 5.9473 1.7444 0.23
H -3.2546 -1.8636 1.0497 -0.45
H -1.3742 -3.2905 3.2312 0.32
H 12.8883 -0.3114 3.2404 0.06
H 1.7929 4.6079 -1.7603 0.21
C -10.2928 -3.4728 -2.5661 -0.93
H 16.1101 1.3383 7.1316 0.43
C 1.4962 2.5553 4.2003 -0.74
C 6.5781 3.0338 0.8265 -0.10
C 9.1839 1.1160 1.4843 -0.18
N -8.4340 4.8023 -0.5840 0.15
H 8.3411 -1.3627 1.7118 0.34
H -11.2424 5.6425 1.2027 0.43
H -9.0115 -5.6695 -5.6781 0.01
H -9.9019 6.7434 0.8949 0.30
H -7.9941 -1.9499 -0.7279 0.49
H 9.6178 3.3604 0.9868 0.28
H 12.5584 2.0570 3.6183 0.31
C 11.0639 -3.1184 -0.1060 -0.80
H -8.1941 6.8724 -0.6008 0.35
H -7.5001 2.8570 1.1965 0.36
H 10.2042 -0.0947 -0.2614 0.35
H 15.8891 1.5754 5.4000 0.29
H 11.0923 -3.3554 -1.2504 0.26
H -10.3807 -3.7253 -3.6239 0.20
H 0.1802 -1.8464 2.7455 0.29
C 3.8595 3.0881 2.9432 -0.22
C 0.4159 1.3489 4.0911 -0.76
H 5.7986 4.3531 -0.9135 0.33
C -2.5401 3.5180 -0.4378 0.35
H -7.3026 -5.5369 -7.1785 0.36
H -9.2563 -8.6053 -6.4760 0.43
H 1.9805 2.0407 2.0060 -0.01
H -8.4725 2.8167 -1.2142 0.40
H -1.0951 -0.0989 0.0387 0.19
H 14.4517 -0.3189 4.0778 0.31
H 5.4206 4.7267 2.9590 0.37
H 4.2901 5.9239 0.6801 0.28
C 11.4569 -0.4596 5.7113 -0.68
C -7.9673 -2.7221 -4.7774 -0.66
H 7.4741 1.5623 -0.7137 0.20
H 10.5089 -0.7324 6.1847 0.42
C -1.9924 -3.7254 -0.7085 0.37
O 0.1455 2.6996 -1.2642 -0.47
C -7.7304 3.5501 -0.8704 -0.79
H -11.2456 -3.7406 -2.0992 0.42
C 13.3851 1.5960 4.1712 -0.68
H -6.8581 6.0063 -1.2713 0.32
C -2.1410 -3.3556 2.3481 -0.61
C 9.5320 -2.6352 0.2238 -0.59
H 10.0226 -1.8452 2.3789 0.14
H -6.4050 -0.2734 -1.6720 0.28
C -6.6936 -6.4369 -7.0335 -0.74
C -6.8208 6.1516 0.8698 -0.83
H -6.6598 1.8903 -0.0111 0.13
H 10.9684 1.5908 5.3054 0.36
C -10.0246 -1.9849 -2.3603 -0.74
N 13.0481 1.5388 5.5924 0.12
H 11.4777 1.2889 6.9384 0.38
C -8.3344 -1.4195 -4.0704 -1.14
H -5.0536 -6.9292 -5.6845 0.29
H 11.3691 -0.7284 4.6575 -0.09
C 13.7664 0.2882 3.4817 -0.79
H 0.9814 0.4147 3.6987 0.20
H -0.6384 3.1250 2.9386 0.20

(2)
210
Properties=species:S:1:pos:R:3:mulliken_charge:R:1 method="wB97M-V/def2-TZVPD" relative_energy_kcal_mol=81.1 fmax_ev_per_a=4.33 lumo_energy_ha=-0.01373 gap_ev=9.68
O 2.0768 0.0272 -5.4037 -0.12
C 4.5199 9.9478 2.6132 -0.68
O -4.8312 0.8944 -2.3008 -0.19
H 4.8609 -4.6363 -0.4235 0.40
C -6.6580 -0.5814 -1.6565 -1.36
H -7.3253 -0.5619 -2.5181 0.40
H 2.1668 -3.1620 -6.4819 0.50
O -3.7240 0.8022 -7.8824 -0.62
O -4.1080 2.6816 1.0709 -0.29
H 3.6016 5.9687 -5.2555 0.29
H -0.3288 6.6152 -1.8907 0.49
C 4.7609 -3.5783 -0.1812 -1.80
C 4.3808 0.5089 2.7844 0.94
C 1.3571 5.2579 -2.3545 0.36
H -4.5800 -4.4827 -7.2803 0.05
H 3.8243 4.8284 0.2282 0.19
C 4.3688 1.0167 0.4262 1.41
H 2.2228 6.5479 -6.3417 0.41
S 2.9528 1.2987 -4.8401 1.04
H -4.1232 1.3586 5.4270 0.39
H 3.2025 3.6701 2.3506 -0.44
H -0.5643 2.7669 -1.5435 0.05
O 4.4741 8.7990 1.7742 -0.34
C 3.4805 -5.4048 3.7400 -0.85
H -0.9005 1.0294 -8.2698 0.47
S 0.9906 -3.2045 -1.0229 0.91
H 1.0194 1.5945 4.6633 0.18
C 2.5323 6.1399 -5.3795 -0.56
H -4.5368 -4.7936 3.7534 0.10
H 4.7473 0.6213 5.2509 0.38
H -0.2598 5.1843 -0.8972 0.01
C 2.7648 -1.1840 -5.7082 -0.05
H -5.7005 1.8531 -4.4368 0.35
C -4.9898 -1.6948 -7.9102 -0.91
O 0.4624 7.3209 -4.1071 -0.56
H -3.1039 4.0765 0.2031 0.33
H 2.7504 -5.3871 1.6492 0.17
O -2.1304 -4.0625 5.8051 -0.29
H 4.0037 1.2256 -2.7040 0.51
C 0.1800 1.9719 -1.5896 -0.09
C 0.3594 5.9284 -1.3981 -0.92
H 3.6145 10.0283 3.2147 0.33
H 4.3190 -0.2042 -3.6257 0.68
C 4.1585 -7.9672 2.0391 -0.87
H 4.7512 -7.1188 1.6970 0.23
H -2.1515 -0.5831 -3.5721 0.11
H 0.9325 4.7439 -3.2168 0.26
O -1.4875 -2.2779 -4.7560 0.27
H -0.2409 1.2775 -2.3167 -0.53
O 0.7597 3.1116 0.8856 -0.48
H 1.0686 -2.4504 -5.2695 0.03
H 5.9810 2.1977 -0.6370 0.44
C 3.6870 7.6903 2.0147 0.76
H -5.0140 -2.5715 -8.5574 0.29
H -2.9449 -2.7478 -0.6717 0.34
O 0.0533 -2.9696 5.5603 -0.70
O -4.6348 -4.3528 1.0395 -0.64
C 0.7106 1.8821 0.7350 0.12
H -0.0706 3.8380 9.1778 0.30
O 2.8612 8.3651 -4.0125 -0.62
O -6.0576 -2.8253 1.7805 -0.28
H 1.7929 4.4866 -1.7194 -0.17
H 0.3679 -0.8698 0.8994 -0.63
H -7.1648 -3.2792 3.4113 0.26
C 2.6996 -4.8628 2.6035 0.44
H 2.4960 2.2620 5.2275 0.54
C -3.1735 -4.9113 5.3037 -0.77
S -0.6875 -4.1414 5.0732 1.32
C -3.2249 0.7968 5.1708 -1.53
O 4.0066 6.7392 1.1374 -0.36
C 3.5185 0.4707 -3.3228 -1.26
H 1.1114 -2.2000 2.8361 -0.47
C 0.2278 4.7663 8.6908 -0.22
O 4.1415 1.4781 -5.7092 -0.70
H -0.6576 6.2609 10.0525 0.37
H 4.8351 -8.7928 1.8185 0.42
C 3.3987 5.4063 1.0487 0.29
H 2.0013 5.2028 -5.2125 -0.01
O 1.3893 2.5640 7.4413 -0.65
C -4.9944 -3.1844 1.1853 0.48
H 0.0750 -0.9204 3.5346 0.04
H 3.3983 -4.6886 4.5576 0.31
C -0.7855 5.8811 9.0388 -1.15
H 2.6889 -0.0767 -2.8755 0.15
H 5.6959 -3.1066 -0.4835 0.51
O -3.5852 -1.4750 -7.5476 -0.18
H 3.7590 -2.9861 -1.8000 0.10
O -3.1095 1.5516 2.7714 0.05
C -4.7647 2.4067 -4.3595 -0.66
H 3.2388 -1.5351 -4.7916 0.18
O 2.3569 6.2117 -2.7886 -0.30
O 5.2364 -7.8179 4.3938 -0.61
H -0.5570 -1.2554 -3.1909 -0.13
H 4.7402 4.5591 2.5925 0.32
C 4.9421 -0.3711 4.8445 -0.84
S 3.8714 -8.0504 3.8150 1.08
H 6.0128 -0.5743 4.8666 0.33
H -1.9272 -1.9963 -2.6536 -0.25
O -5.1484 3.4058 -1.9492 -0.62
H 0.0097 0.2507 -6.9917 -0.13
C 0.0431 -5.6992 5.8670 -0.66
H 1.6268 2.8902 3.7494 -0.25
C 3.5883 -2.8526 -0.7318 0.49
O -5.3412 1.2124 2.2764 -0.59
H 1.8158 -0.7884 3.5225 0.08
H 2.3102 5.4513 1.0164 0.02
H -3.3893 -0.6234 -1.2039 -0.03
C -2.7006 -5.2527 -6.2654 -0.36
H 5.4329 9.9497 3.2087 0.25
C -3.0447 -2.1237 0.2164 -1.09
H 3.7423 1.8726 0.6773 -0.35
H -2.6228 3.9037 1.9900 0.46
O -2.1978 -3.9142 -5.9931 -0.12
H -4.9480 3.4210 -4.7139 0.44
H 3.4092 -0.9834 -6.5642 0.31
H 0.3243 -5.4180 6.8818 0.36
O -0.8880 -4.4454 3.6669 -0.56
H -2.1822 2.0580 -6.0021 0.19
H -4.6645 -6.1620 -6.6547 0.41
S -4.2835 2.4517 -2.5804 0.89
H -1.8010 5.4930 8.9606 0.29
H 3.1958 -7.9539 1.5282 0.30
C -5.9318 0.7651 -1.4010 0.11
H -2.7288 0.1239 0.3033 -0.06
C -3.8454 -4.0905 4.2178 -0.15
H -2.1519 2.7471 0.6692 0.01
H -3.9137 -0.3212 3.5025 0.21
O 2.0346 2.4425 -4.6304 -0.38
H -2.2120 -5.7178 -7.1216 0.38
O 4.2907 1.6969 3.1200 -0.53
C -4.2825 1.7993 2.1183 0.52
O 4.3956 0.1176 1.5199 -0.28
H 6.2870 2.1685 1.0096 0.35
C 5.8350 1.5544 0.2307 -1.83
H -7.3951 -0.7643 -0.8746 0.41
H 2.0375 -0.5849 1.0978 -0.58
H -0.7011 -6.4912 5.9514 0.35
O 3.0856 -9.2262 4.1607 -0.59
H 1.3601 -5.3893 -1.9904 0.41
C 1.7086 -2.2392 -6.1261 -1.13
C 1.0798 -0.4207 1.5918 2.42
H -2.3416 1.3782 5.4350 0.29
H -0.6215 2.7011 -6.5461 0.36
H -3.2815 -0.1199 5.7579 0.40
S 1.9196 7.2072 -4.0574 1.14
C -0.9258 0.7646 -7.2128 -0.26
O 4.5546 -0.5476 3.4996 -0.21
C -3.0545 -0.1934 -7.5712 0.66
O 1.0770 -1.8212 -1.5445 -0.18
H -2.2721 -2.3409 0.9539 0.20
O 2.7499 7.6583 2.8061 -0.59
H -1.7313 -0.8061 -0.7955 -0.37
H 0.9226 -5.9832 5.2890 -0.03
H -2.8051 -5.8871 4.9872 0.35
H 1.2618 5.0962 8.7913 0.30
H 4.5448 10.8714 2.0349 0.24
H -0.6347 6.6707 8.3027 0.31
O 2.4723 -3.5882 -0.3014 -0.09
H 4.5049 -5.4526 3.3706 0.46
C -2.9137 3.4242 1.0554 -0.55
H -5.5370 0.8495 -0.3885 -0.21
O -1.7915 -0.3344 -7.0923 -0.08
H -5.5070 -0.9701 -8.5392 0.35
H 6.6090 0.7964 0.1110 0.43
C -2.7242 -0.7490 -0.3495 0.93
C -1.1412 1.8060 -6.2044 -0.48
H 3.5380 -1.7809 -0.5393 0.01
H 4.7607 -3.4184 0.8970 0.24
O -0.0944 -3.6416 -0.1988 -0.56
O 0.7472 3.5467 5.4771 -0.25
O 0.9225 0.9818 1.8174 0.43
H -2.2192 -0.1500 3.5564 -0.22
C 1.5431 2.5433 4.7793 -0.25
H 1.0095 -1.9653 -6.9164 0.27
C -3.1380 0.4139 3.7173 0.60
C -2.0229 -3.5374 -4.7443 0.27
O -2.4299 -4.1647 -3.7695 -0.61
O 0.0893 4.4040 7.3654 -0.31
H 0.8712 6.4630 -0.5979 0.27
O 0.3395 1.2556 -0.4106 0.53
H -3.8120 -5.0189 6.1806 0.41
C -4.2351 -5.1709 -6.5086 -0.88
H -4.5125 -3.3423 4.6458 0.31
H -7.7921 -3.8685 1.9237 0.30
C 0.9618 -1.1248 2.9347 -0.64
H -2.5839 -5.9784 -5.4605 0.35
H 3.1605 5.2013 3.1412 0.50
C 1.1329 -4.4054 -2.4009 -0.95
O -4.3547 -2.0655 0.7337 0.40
H -3.1423 -3.7132 3.4752 -0.04
H -4.6441 -4.8303 -5.5574 0.28
H -6.6087 1.6105 -1.5234 0.70
C 0.7611 3.4459 6.8091 0.71
H -5.9650 -1.4193 -1.7322 0.18
H 2.0091 -4.1225 -2.9842 0.31
H -0.7000 1.5636 -5.2377 -0.05
O -2.8239 2.5185 -2.5390 -0.22
H -5.6153 -1.9637 -7.0590 0.36
H -6.4133 -4.7031 2.6757 0.40
C 3.6798 4.6500 2.3572 -0.54
H 4.1145 0.5210 -0.5106 -0.42
C -6.8577 -3.7299 2.4675 -0.79
H 4.4771 -1.1265 5.4780 0.25
H 0.2650 -4.4664 -3.0575 0.08
H 2.9511 -3.8072 2.5009 -0.15
C -1.5577 -1.4968 -3.5493 0.11
H -3.9524 1.9290 -4.9073 -0.16
H 1.6502 -4.6289 2.7826 -0.14
H 1.1349 2.3444 -1.9604 -0.09
O 2.9210 -6.7110 4.0662 -0.29